(P)
The following is a quantum chemistry calculation of BrClO2S in the gas phase, from the Open Molecules 2025 dataset.

```
! wB97M-V def2-TZVPD RIJCOSX def2/J DEFGRID3
* xyz 0 1
O 0.56322 -1.26426 0.91311
O -1.47064 -0.53286 -1.38283
S 0.01922 -0.23837 0.10732
Cl 1.49291 0.63132 -1.03211
Br -0.60471 1.40417 1.39451
*
```

Results
lowest unoccupied orbital energy (alpha / beta)	-0.100 / -0.099	hartree
HOMO energy (alpha / beta)	-10.95 / -10.92	eV
HOMO-LUMO gap (alpha / beta)	8.23 / 8.22	eV
SMILES	O=S(=O)(Cl)Br
M	179.42	g mol⁻¹

(Q)
The following is a quantum chemistry calculation of a 2-piece molecular cluster, BrClO2S overall, from the Open Molecules 2025 dataset.

```
! wB97M-V def2-TZVPD RIJCOSX def2/J DEFGRID3
* xyz 0 1
O 1.03530 0.42045 -0.26680
O -0.88627 0.88388 1.38665
S -0.38036 0.82278 0.03508
Cl 0.50493 -2.59044 -0.94194
Br -1.53992 -2.03120 -1.13290
*
```

Results
lowest unoccupied orbital energy	-0.056	hartree
HOMO energy	-10.88	eV
HOMO-LUMO gap	9.36	eV
M	179.42	g mol⁻¹

Winner for stability: (Q)

(P)
The following is a quantum chemistry calculation of a 3-piece molecular cluster, C2H11NO2 overall, from the Open Molecules 2025 dataset.

```
! wB97M-V def2-TZVPD RIJCOSX def2/J DEFGRID3
* xyz 0 1
C 1.72083 0.00137 1.13463
C 0.43665 -0.67166 0.58811
N 0.29765 -0.90835 -0.84650
H 1.88984 1.04540 0.88798
H 1.64255 -0.12855 2.21724
H 2.57531 -0.60955 0.82775
H 0.39997 -1.60406 1.14506
H -0.39758 -0.01346 0.83555
H 0.58458 -0.10408 -1.37847
H 0.76914 -1.75429 -1.14531
H -2.38180 -0.84075 0.28520
H -2.51025 0.24101 -0.78906
O -2.72780 0.04501 0.10937
H -1.03932 1.76327 -0.51950
H -0.21587 1.63295 -1.88574
O -1.04390 1.90574 -1.46632
*
```

Results
lowest unoccupied orbital energy	0.027	hartree
HOMO energy	-9.51	eV
HOMO-LUMO gap	10.25	eV
SMILES	CCN.O.O
M	81.12	g mol⁻¹

(Q)
The following is a quantum chemistry calculation of a 3-piece molecular cluster, C2H11NO2 overall, from the Open Molecules 2025 dataset.

```
! wB97M-V def2-TZVPD RIJCOSX def2/J DEFGRID3
* xyz 0 1
C -0.37183 -1.74740 0.50355
N -1.74831 -1.15695 0.23565
C -1.72192 0.31177 0.07933
H 0.15000 -0.91875 1.00412
H 0.25352 -2.03875 -0.40761
H -0.48645 -2.74587 0.93380
H -1.95375 -1.66359 -0.72044
H -1.53112 0.54305 -1.04426
H -2.76742 0.74255 0.20828
H -0.90750 0.83865 0.69519
H 1.84354 1.19047 -1.19597
H 2.25411 0.78136 -2.45866
O 1.53174 1.31916 -2.08767
H 1.52976 2.14526 1.10891
H 1.82417 0.76809 1.52347
O 2.10145 1.63095 1.62232
*
```

Results
lowest unoccupied orbital energy	0.019	hartree
HOMO energy	-8.94	eV
HOMO-LUMO gap	9.45	eV
SMILES	CNC.O.O
M	81.12	g mol⁻¹

Winner for stability: (P)

(P)
The following is a quantum chemistry calculation of C11H11NO3 as an isolated structure, from the Open Molecules 2025 dataset.

```
! wB97M-V def2-TZVPD RIJCOSX def2/J DEFGRID3
* xyz 0 1
C -3.53045 -0.34653 -0.05393
C -3.26358 1.03704 0.12551
C -2.52532 -1.23673 -0.05705
C -1.93019 1.48048 0.11710
C -1.18819 -0.82008 -0.05183
C -0.85312 0.57158 0.04757
C 1.33271 1.81755 0.42377
C -0.04710 -1.73813 0.06737
C 1.23089 -1.02564 -0.09805
C 2.79132 1.52355 0.55892
C 2.00321 -1.17736 -1.34518
N 0.57630 0.74833 0.07215
O 0.84139 2.91005 0.65396
O 0.50113 -2.04896 1.48257
O 1.67437 -1.35148 1.19485
H -4.56196 -0.70721 -0.08163
H -4.12574 1.73221 0.26738
H -2.81628 -2.21816 0.02943
H -1.69444 2.45598 0.00036
H -0.22343 -2.74474 -0.20777
H 3.08707 0.80528 1.33484
H 3.26202 2.45842 0.83565
H 3.04880 1.16784 -0.44252
H 2.31322 -2.18369 -1.33241
H 2.72889 -0.37505 -1.40584
H 1.36849 -0.73454 -2.13523
*
```

Results
lowest unoccupied orbital energy	0.015	hartree
HOMO energy	-8.44	eV
HOMO-LUMO gap	8.85	eV
M	205.21	g mol⁻¹

(Q)
The following is a quantum chemistry calculation of C11H11NO3 in the gas phase, from the Open Molecules 2025 dataset.

```
! wB97M-V def2-TZVPD RIJCOSX def2/J DEFGRID3
* xyz 0 1
C 1.84378 -2.19044 -0.82548
C 1.32097 -2.39209 0.48388
C 1.22083 -1.31400 -1.60919
C 0.34779 -1.67918 1.04085
C 0.05108 2.00320 -0.28754
C -1.39417 2.16053 0.30076
C -2.27875 0.96421 -0.04830
C -1.71169 -0.30997 0.76431
C 0.25279 -0.33701 -1.09452
C -0.22860 -0.49495 0.36614
C 0.65769 0.68781 0.01589
N 2.02806 0.90015 0.48058
O 2.14652 1.52451 1.54512
O 0.63212 2.88742 -0.88161
O 2.92947 0.52378 -0.18293
H 2.48968 -2.89728 -1.33963
H 1.84465 -3.25299 0.96209
H 1.46967 -1.14632 -2.68636
H -0.10532 -1.81520 2.09293
H -1.26769 2.22760 1.49362
H -2.06624 3.05664 -0.08932
H -3.24225 1.15886 0.23563
H -2.29593 0.85294 -1.09040
H -1.86512 -0.03156 1.79632
H -2.43904 -1.08968 0.46448
H -0.34028 0.00307 -1.90730
*
```

Results
lowest unoccupied orbital energy	0.011	hartree
HOMO energy	-8.94	eV
HOMO-LUMO gap	9.23	eV
SMILES	O=C1CCC[C@@]23C=CC=C[C@@H]2[C@@]13[N+](=O)[O-]
M	205.21	g mol⁻¹

Winner for stability: (P)

(P)
The following is a quantum chemistry calculation of C22H29N3O3 in the gas phase, from the Open Molecules 2025 dataset.

```
! wB97M-V def2-TZVPD RIJCOSX def2/J DEFGRID3
* xyz 0 1
C 4.55905 1.20971 6.39837
C 4.03034 1.28681 4.97229
H 4.62847 0.63297 4.33282
H 4.14113 2.29878 4.58391
C 2.56748 0.85176 4.84329
C 2.14292 0.88458 3.38097
O 2.74715 1.51865 2.54114
C 0.94057 0.12120 3.03845
C 0.21762 -0.78750 3.79728
N -0.80071 -1.23719 3.05085
C -0.77630 -0.66428 1.80646
C 0.29655 0.19652 1.77827
H 0.60155 0.85887 0.99390
C -1.91451 -0.99132 0.92911
O -2.95111 -1.40029 1.44486
N -1.80378 -0.80261 -0.40536
C -0.57622 -0.68533 -1.15632
H 0.27613 -0.65246 -0.48253
C -0.43558 -1.90720 -2.08722
N -1.57985 -2.09732 -2.94410
C -1.65485 -1.45141 -4.18000
C -0.72445 -0.50679 -4.60754
C -0.79128 0.05950 -5.87095
C -1.80398 -0.29566 -6.74864
C -2.73752 -1.24638 -6.33503
C -2.65952 -1.81506 -5.08566
H -3.37992 -2.57133 -4.81543
H -3.51614 -1.53396 -7.02363
O -1.97239 0.20483 -8.01006
C -1.04935 1.15567 -8.47643
H -1.36781 1.40605 -9.48727
H -1.05735 2.06198 -7.86129
H -0.03278 0.74905 -8.50899
H -0.04225 0.78524 -6.14721
H 0.07886 -0.18773 -3.96216
C -2.77959 -2.23603 -2.14485
H -3.65421 -2.35130 -2.78098
C -2.96869 -1.00833 -1.24317
H -3.83165 -1.13891 -0.58909
H -3.10838 -0.11904 -1.86888
H -2.67773 -3.13084 -1.52162
H 0.47058 -1.82664 -2.68671
H -0.34880 -2.80353 -1.46086
H -0.61112 0.23587 -1.74862
H -1.53874 -1.86861 3.32697
H 0.37804 -1.14307 4.79600
H 2.47716 -0.17989 5.20063
C 1.58480 1.71693 5.65647
C 1.62963 3.19616 5.29178
H 0.82754 3.72800 5.79936
H 2.57339 3.64556 5.58823
H 1.50690 3.33023 4.21983
H 1.80257 1.59595 6.71922
H 0.57363 1.34100 5.48282
H 4.06504 1.93203 7.04310
H 5.62574 1.42122 6.41192
H 4.40377 0.21488 6.81233
*
```

Results
lowest unoccupied orbital energy	0.024	hartree
HOMO energy	-7.42	eV
HOMO-LUMO gap	8.07	eV
SMILES	CCC(CC)C(=O)c1c[nH]c(C(=O)N2CCN(c3ccc(OC)cc3)CC2)c1
M	383.49	g mol⁻¹

(Q)
The following is a quantum chemistry calculation of C22H29N3O3 in the gas phase, from the Open Molecules 2025 dataset.

```
! wB97M-V def2-TZVPD RIJCOSX def2/J DEFGRID3
* xyz 0 1
C 6.29451 0.61119 -2.54740
C 5.95404 0.18836 -1.15079
C 4.80418 0.65421 -0.53068
C 4.48952 0.28309 0.76990
C 5.33382 -0.57378 1.45821
C 6.48684 -1.04144 0.84996
C 6.79510 -0.66382 -0.44344
H 7.69482 -1.03497 -0.91301
H 7.14528 -1.70707 1.38874
H 5.09388 -0.87569 2.46738
C 3.21265 0.79618 1.39543
C 2.05984 0.26411 0.63085
N 1.41214 0.84531 -0.32245
N 0.48261 -0.03413 -0.76102
C 0.61172 -1.10709 -0.05165
O 1.60471 -0.99006 0.85159
C -0.21272 -2.33622 -0.14231
C -1.63595 -1.93800 -0.53054
H -1.60721 -1.43400 -1.49502
C -2.19331 -1.00375 0.53538
O -1.66788 -0.91761 1.63429
N -3.28852 -0.28563 0.20884
C -3.85623 0.59980 1.20600
H -4.94533 0.51652 1.17782
H -3.49164 0.27738 2.18415
C -3.46831 2.07679 1.00697
C -1.94876 2.31283 0.99490
H -1.70686 3.21295 1.56096
C -1.63549 2.51389 -0.48610
H -1.44859 1.55636 -0.97008
C -2.93193 3.14284 -0.98743
H -2.92856 4.22893 -0.81300
O -3.97691 2.55003 -0.23602
H -3.13370 2.95620 -2.04415
H -0.77153 3.15211 -0.64977
H -1.41153 1.47383 1.42728
H -3.94956 2.64429 1.81799
C -3.96818 -0.36896 -1.06788
C -4.73520 -1.67082 -1.27522
C -5.11545 -2.53389 -0.10723
C -6.16964 -1.77117 -0.84418
H -6.86097 -2.31626 -1.46888
H -6.61083 -0.91416 -0.35841
H -5.07752 -3.60628 -0.22880
H -4.84053 -2.20340 0.88247
H -4.47338 -2.19037 -2.18856
H -4.65062 0.48176 -1.11328
H -3.24558 -0.24428 -1.87926
H -2.27387 -2.81890 -0.60664
H -0.20041 -2.82620 0.83207
H 0.21199 -3.01351 -0.88739
H 3.13845 0.47021 2.43338
H 3.17722 1.88515 1.34455
H 4.13040 1.31071 -1.06323
H 6.98639 1.45371 -2.52196
H 5.40276 0.92160 -3.08608
H 6.77452 -0.19941 -3.09149
*
```

Results
lowest unoccupied orbital energy	0.031	hartree
HOMO energy	-8.92	eV
HOMO-LUMO gap	9.77	eV
SMILES	Cc1cccc(Cc2nnc(CCC(=O)N(CC3CC3)C[C@H]3CCCO3)o2)c1
M	383.49	g mol⁻¹

Winner for stability: (P)

(P)
The following is a quantum chemistry calculation of a 2-piece molecular cluster, C12H17N overall, from the Open Molecules 2025 dataset.

```
! wB97M-V def2-TZVPD RIJCOSX def2/J DEFGRID3
* xyz 0 1
C 2.82135 0.40015 0.80332
C 3.71094 -0.47630 1.68772
H 3.39194 1.29166 0.60363
H 2.61011 -0.07251 -0.13003
H 1.78584 0.72102 1.22432
H 3.97258 -0.02452 2.64594
H 4.65344 -0.78602 1.20838
H 3.04285 -1.33377 1.94525
C -1.12730 1.22902 1.37460
C -2.12251 0.50141 2.33419
C -1.32380 1.01161 -0.02279
C -1.92576 1.89526 -0.94823
C -0.87687 -0.11336 -0.75444
C -1.27930 0.08592 -2.10108
C -0.13988 -1.25628 -0.34909
C -1.09804 -0.86694 -3.01571
C 0.03945 -2.23730 -1.24253
C -0.42476 -2.01186 -2.61285
N -2.00504 1.27478 -2.15981
H -1.00244 2.24842 1.68682
H -0.25315 0.84032 1.71039
H -2.15927 -0.26450 1.75436
H -2.11043 2.92355 -0.73016
H -2.68846 1.56882 -2.88407
H 0.45726 -1.23811 0.60689
H -1.43380 -0.78209 -4.00763
H 0.45609 -3.16881 -1.01396
H -0.14634 -2.84120 -3.24081
H -3.10554 1.13562 2.37933
H -1.71916 0.34600 3.24805
*
```

Results
lowest unoccupied orbital energy	0.033	hartree
HOMO energy	-7.52	eV
HOMO-LUMO gap	8.42	eV
SMILES	CCc1c[nH]c2ccccc12.CC
M	175.28	g mol⁻¹

(Q)
The following is a quantum chemistry calculation of a 2-piece molecular cluster, C12H17N overall, from the Open Molecules 2025 dataset.

```
! wB97M-V def2-TZVPD RIJCOSX def2/J DEFGRID3
* xyz 0 1
C 2.79139 0.22400 -0.30574
C 0.61097 1.34850 0.60878
C 1.94403 0.84589 0.74996
C 0.00499 1.34929 1.88033
C 2.16433 0.78667 2.09966
C -1.49586 2.00290 -0.30374
C -2.06863 2.03312 0.98261
C -0.19536 1.62572 -0.51764
C -1.31346 1.72615 2.09287
N 0.96653 0.90080 2.76313
H -2.16039 2.31313 -1.10675
H -3.06487 2.44606 1.05821
H 0.31994 1.85075 -1.44333
H -1.76195 1.78187 3.07513
H 3.84673 0.18068 -0.03708
H 2.80575 0.83930 -1.21900
H 3.06164 0.48062 2.61633
H 0.79697 0.99146 3.75164
H 2.38329 -0.72874 -0.64585
C -0.43477 -2.55552 -1.70280
C -1.63908 -1.98569 -2.41717
C -0.37025 -1.94885 -0.30267
H -0.35427 -3.64150 -1.75995
H 0.45509 -2.23326 -2.25885
H -1.93454 -2.24477 -3.43419
H -0.42126 -0.86749 -0.40698
H -1.57588 -0.89573 -2.46416
H -2.56162 -2.12278 -1.83719
H -1.29016 -2.29767 0.17002
H 0.49069 -2.20490 0.31441
*
```

Results
lowest unoccupied orbital energy	0.036	hartree
HOMO energy	-7.79	eV
HOMO-LUMO gap	8.77	eV
SMILES	Cc1c[nH]c2ccccc12.CCC
M	175.28	g mol⁻¹

(R)
The following is a quantum chemistry calculation of a 2-piece molecular cluster, C12H17N overall, from the Open Molecules 2025 dataset.

```
! wB97M-V def2-TZVPD RIJCOSX def2/J DEFGRID3
* xyz 0 1
C -0.05757 2.80712 1.11251
C 0.28841 1.28231 -0.96754
C -0.40881 1.68485 0.21840
C -0.46049 0.27652 -1.62378
C -1.59842 1.01474 0.18956
C 2.06876 0.80113 -2.54532
C 1.35880 -0.22982 -3.12642
C 1.54317 1.54349 -1.47258
C 0.08706 -0.54430 -2.57717
N -1.68603 0.20563 -0.98093
H 2.92359 1.27617 -3.01890
H 1.62576 -0.79999 -4.00533
H 2.24373 2.07363 -0.82275
H -0.45878 -1.39589 -2.97458
H 0.81834 2.65301 1.74808
H -0.79141 3.06251 1.88321
H -2.52724 1.16324 0.70925
H -2.36618 -0.48862 -1.20181
H 0.04993 3.68240 0.46033
C 0.10846 -1.87396 1.16364
C 0.28682 -0.90095 2.33502
C -1.18536 -2.67756 1.45305
H 0.03141 -1.41602 0.18088
H 1.05325 -2.42228 1.04011
H -0.54757 -0.53511 2.93575
H -0.94546 -3.29348 2.34674
H 0.78889 -0.01423 1.95989
H 0.96117 -1.40485 3.04333
H -1.94212 -1.93720 1.67617
H -1.26208 -3.59248 0.86119
*
```

Results
lowest unoccupied orbital energy	0.035	hartree
HOMO energy	-7.84	eV
HOMO-LUMO gap	8.78	eV
SMILES	Cc1c[nH]c2ccccc12.CCC
M	175.28	g mol⁻¹

(S)
The following is a quantum chemistry calculation of a 2-piece molecular cluster, C12H17N overall, from the Open Molecules 2025 dataset.

```
! wB97M-V def2-TZVPD RIJCOSX def2/J DEFGRID3
* xyz 0 1
C -0.23095 -2.48399 0.50009
C 0.70412 -3.74246 0.19683
C 0.26777 -1.27428 -0.21504
C 0.09383 -1.06020 -1.57477
C 0.99607 -0.06056 0.22871
C 1.16701 0.73598 -0.90023
C 1.51604 0.35996 1.45340
C 1.56335 2.08217 -0.77115
C 1.90692 1.68290 1.61482
C 1.74934 2.51710 0.52342
N 0.74719 0.08916 -2.03519
H -1.29640 -2.37794 0.24240
H -0.26913 -2.43660 1.56466
H 0.16008 -4.33387 -0.55033
H -0.54726 -1.77191 -2.10313
H 0.97886 0.17486 -3.00099
H 1.46060 -0.26381 2.33387
H 1.56853 2.75917 -1.60150
H 2.28222 2.01808 2.58314
H 1.88592 3.57409 0.66299
H 0.91722 -4.22566 1.10936
H 1.63365 -3.35589 -0.21913
C -3.94160 1.52620 0.87656
C -4.12561 0.37524 -0.08446
H -3.68676 2.37107 0.22531
H -4.70500 1.77568 1.60077
H -2.88228 1.40251 1.36444
H -5.04210 0.41871 -0.63818
H -4.06791 -0.61485 0.35094
H -3.41087 0.31949 -0.92274
*
```

Results
lowest unoccupied orbital energy	0.032	hartree
HOMO energy	-7.71	eV
HOMO-LUMO gap	8.58	eV
SMILES	CCc1c[nH]c2ccccc12.CC
M	175.28	g mol⁻¹

Winner for stability: (Q)